i) 14
Properties=species:S:1:pos:R:3 method="wB97M-V/def2-TZVPD" homo_energy_ha=-0.3069 gap_ev=8.7810
C 1.604 -0.842 1.962
S -0.055 -1.030 1.284
S -0.792 0.770 2.074
H 1.728 -1.271 2.947
H 2.330 -1.291 1.286
H 1.872 0.206 2.002
H -1.695 0.918 1.106
O -1.462 1.901 -1.177
C -0.580 1.163 -1.533
C -0.791 -0.249 -1.992
H 0.450 1.550 -1.631
H -1.124 -0.289 -3.033
H 0.121 -0.826 -1.850
H -1.605 -0.710 -1.446

ii) 14
Properties=species:S:1:pos:R:3 method="wB97M-V/def2-TZVPD" homo_energy_ha=-0.3057 gap_ev=8.6645
C -1.738 1.051 -2.997
S -0.910 -0.488 -2.494
S -1.206 -0.400 -0.421
H -1.014 1.756 -3.380
H -2.475 0.787 -3.741
H -2.279 1.452 -2.147
H -0.297 -1.361 -0.217
O 2.903 -0.956 1.357
C 1.954 -0.244 1.578
C 0.984 -0.497 2.702
H 1.808 0.625 0.924
H 0.385 0.394 2.858
H 0.336 -1.315 2.406
H 1.548 -0.805 3.573

Which of them is the most stable? Correct choice: i).

i) 22
Properties=species:S:1:pos:R:3 method="wB97M-V/def2-TZVPD" homo_energy_ha=-0.3138 gap_ev=9.3381
C -1.945 -0.545 0.454
C -1.694 -1.169 1.773
N -1.179 -0.242 2.737
C 0.287 -0.310 2.754
C 0.967 0.902 3.466
H -3.033 -0.462 0.424
H -1.501 -1.035 -0.455
H -1.797 0.499 0.258
H -2.574 -1.636 2.216
H -1.053 -2.168 1.806
H -1.443 0.768 2.655
H 0.375 -1.227 3.422
H 0.897 -0.399 1.697
H 0.626 1.884 3.108
H 0.449 0.993 4.524
H 2.039 0.784 3.318
H 2.688 2.048 -6.357
H 1.694 2.112 -5.151
O 2.074 1.576 -5.806
H 0.632 -1.344 -2.887
H 1.420 -0.492 -4.236
O 0.818 -0.563 -3.467

ii) 22
Properties=species:S:1:pos:R:3 method="wB97M-V/def2-TZVPD" homo_energy_ha=-0.3684 gap_ev=10.8841
C 0.594 0.631 -1.834
C 1.580 -0.377 -1.222
C 1.380 -1.855 -1.747
C 3.032 0.160 -0.920
N -0.938 0.269 -1.889
H 0.899 1.011 -2.807
H 0.657 1.525 -1.199
H 0.894 -0.471 -0.218
H 0.506 -2.349 -1.374
H 2.284 -2.477 -1.704
H 1.119 -1.923 -2.809
H 3.050 0.754 0.026
H 3.800 -0.604 -0.865
H 3.205 0.866 -1.775
H -1.054 -0.507 -2.509
H -1.308 1.053 -2.397
H -3.315 0.813 5.205
H -2.707 1.441 6.401
O -2.549 1.309 5.516
H -1.489 0.341 1.251
H -1.871 -0.383 0.084
O -2.154 -0.351 1.015

Which of them is the most stable? Correct choice: ii).

i) 17
Properties=species:S:1:pos:R:3 method="wB97M-V/def2-TZVPD" homo_energy_ha=-0.3285 gap_ev=9.7611
C -1.900 -0.146 -0.498
N -0.523 -0.661 -0.320
C 0.234 -0.047 0.740
C 1.610 -0.621 0.872
S 1.953 -0.747 2.745
H -1.909 0.780 0.189
H -2.699 -0.837 0.048
H -2.289 0.326 -1.471
H -0.590 -1.619 -0.009
H 0.284 1.084 0.656
H -0.406 -0.002 1.757
H 1.829 -1.609 0.406
H 2.408 0.092 0.539
H 2.406 0.516 2.885
H -0.349 1.610 -3.551
H -0.248 0.750 -2.123
O 0.190 1.133 -2.864

ii) 17
Properties=species:S:1:pos:R:3 method="wB97M-V/def2-TZVPD" homo_energy_ha=-0.3447 gap_ev=10.1602
C 0.564 0.415 -2.626
N 0.311 0.108 -1.230
C -0.069 1.297 -0.468
C -0.117 1.340 1.056
S -0.984 -0.150 1.697
H -0.356 0.371 -3.302
H 1.392 -0.238 -2.975
H 1.098 1.387 -2.707
H -0.503 -0.534 -1.134
H 0.788 1.932 -0.763
H -0.904 1.886 -0.884
H 0.891 1.287 1.462
H -0.688 2.215 1.376
H 0.062 -0.782 2.133
H 0.934 -1.599 -0.336
H 0.594 -2.582 0.830
O 0.983 -2.526 -0.048

Which of them is the most stable? Correct choice: ii).

i) 17
Properties=species:S:1:pos:R:3 method="wB97M-V/def2-TZVPD" homo_energy_ha=-0.3373 gap_ev=9.0863
C -2.249 -0.072 0.259
C -0.759 -0.014 0.658
C 0.014 -1.241 0.111
S 1.755 -1.004 0.430
N -2.853 1.222 0.245
H -2.209 -0.479 -0.780
H -2.873 -0.837 0.823
H -0.684 0.116 1.752
H -0.407 0.829 0.035
H -0.328 -2.248 0.485
H -0.303 -1.209 -0.972
H 1.164 0.502 1.275
H -3.788 1.274 -0.178
H -2.935 1.617 1.172
H 3.035 1.689 -1.514
H 1.843 0.812 -1.706
O 2.167 1.703 -1.904

ii) 17
Properties=species:S:1:pos:R:3 method="wB97M-V/def2-TZVPD" homo_energy_ha=-0.3395 gap_ev=8.6542
C -1.210 -1.069 -0.431
C 0.084 -0.431 0.058
C 0.361 -0.198 1.534
S 2.135 0.411 1.663
N -1.189 -1.189 -1.935
H -1.964 -0.315 -0.233
H -1.341 -2.066 0.090
H 0.928 -1.004 -0.348
H 0.138 0.576 -0.430
H 0.283 -1.174 2.041
H -0.243 0.589 1.912
H 2.154 0.538 -0.296
H -2.134 -1.065 -2.277
H -0.805 -2.041 -2.325
H 0.633 3.601 0.363
H 1.492 2.177 0.454
O 0.678 2.661 0.160

iii) 17
Properties=species:S:1:pos:R:3 method="wB97M-V/def2-TZVPD" homo_energy_ha=-0.3327 gap_ev=9.7815
C -2.439 1.471 2.436
C -2.071 -0.018 2.424
S -0.805 -0.562 3.622
H -1.829 2.163 3.008
H -3.438 1.673 2.837
H -2.515 1.832 1.404
H -2.950 -0.607 2.596
H -1.683 -0.213 1.430
H -1.023 0.459 4.463
N 2.366 -1.200 -4.115
C 2.712 -0.800 -2.800
O 1.612 -0.133 -2.158
H 1.471 -1.662 -4.092
H 2.323 -0.447 -4.802
H 2.860 -1.732 -2.232
H 3.553 -0.121 -2.804
H 1.855 -0.102 -1.218

iv) 17
Properties=species:S:1:pos:R:3 method="wB97M-V/def2-TZVPD" homo_energy_ha=-0.3372 gap_ev=7.5133
C -1.070 0.014 1.396
O -1.651 -0.868 2.369
C -1.748 -0.269 0.068
N -1.419 0.805 -0.891
H 0.016 -0.170 1.256
H -1.190 1.053 1.739
H -1.030 -0.892 3.091
H -1.331 -1.242 -0.204
H -2.842 -0.369 0.204
H 0.838 1.044 -0.068
H -1.981 0.715 -1.721
H -0.482 0.531 -1.238
C 2.925 0.016 -1.249
S 1.375 -0.861 -0.904
H 2.659 0.842 -1.932
H 3.274 0.348 -0.268
H 3.656 -0.697 -1.648

Which of them is the most stable? Correct choice: iii).

i) 17
Properties=species:S:1:pos:R:3 method="wB97M-V/def2-TZVPD" homo_energy_ha=-0.3357 gap_ev=9.6121
C 0.595 1.587 0.460
N 1.375 0.305 0.455
C 0.220 -0.790 0.292
C -0.665 -0.877 1.508
S -2.413 -1.276 0.966
H 0.408 2.172 -0.543
H 1.332 2.200 1.039
H -0.308 1.414 0.979
H 2.079 0.264 -0.333
H -0.205 -0.891 -0.689
H 0.714 -1.731 0.121
H -0.241 -1.738 2.195
H -0.711 -0.126 2.237
H -2.243 -1.125 -0.471
H -0.533 0.752 -2.676
H 0.262 -0.519 -2.687
O 0.333 0.378 -2.852

ii) 17
Properties=species:S:1:pos:R:3 method="wB97M-V/def2-TZVPD" homo_energy_ha=-0.3201 gap_ev=9.0306
C -1.103 -0.434 1.258
N -0.193 0.079 0.171
C 0.520 -0.881 -0.647
C 1.323 -0.271 -1.795
S 2.191 -1.562 -2.869
H -2.044 -0.766 0.850
H -0.715 -1.400 1.667
H -1.263 0.348 2.034
H -0.517 0.949 -0.210
H -0.155 -1.519 -1.237
H 1.238 -1.432 -0.063
H 2.027 0.496 -1.477
H 0.726 0.110 -2.568
H 3.373 -2.051 -3.296
H -1.320 2.462 2.221
H -1.907 3.255 3.319
O -2.183 2.616 2.641

Which of them is the most stable? Correct choice: i).

i) 17
Properties=species:S:1:pos:R:3 method="wB97M-V/def2-TZVPD" homo_energy_ha=-0.3267 gap_ev=9.4748
S -1.036 -1.713 -1.388
N -0.442 0.845 2.969
C 0.175 -1.241 -0.096
C 0.333 0.397 1.874
C -0.548 -0.680 1.113
H -0.395 -0.936 -2.288
H 0.176 1.474 3.493
H -0.614 0.040 3.582
H 0.811 -0.411 -0.461
H 0.845 -2.060 0.230
H 1.219 -0.172 2.215
H 0.694 1.247 1.262
H -0.812 -1.521 1.783
H -1.490 -0.197 0.792
O 0.177 1.290 -5.080
H 0.410 1.957 -5.765
H 0.497 1.680 -4.235

ii) 17
Properties=species:S:1:pos:R:3 method="wB97M-V/def2-TZVPD" homo_energy_ha=-0.3184 gap_ev=9.5551
C -1.158 1.492 -1.157
C -0.244 0.422 -0.556
C -1.087 -0.814 -0.380
S -0.248 -2.418 0.031
N 0.454 0.842 0.649
H -1.472 1.054 -2.102
H -0.795 2.507 -1.219
H -2.043 1.608 -0.503
H 0.511 0.162 -1.316
H -1.679 -0.569 0.535
H -1.971 -1.044 -0.974
H 0.944 -1.866 -0.121
H 0.206 1.773 0.922
H 0.431 0.119 1.351
H 3.311 -1.578 1.843
H 2.432 -0.398 1.321
O 2.408 -1.291 1.675

Which of them is the most stable? Correct choice: ii).

i) 6
Properties=species:S:1:pos:R:3 method="wB97M-V/def2-TZVPD" homo_energy_ha=-0.3384 gap_ev=7.5320
C 1.559 -0.241 -0.285
C -1.061 0.464 -0.087
N 2.117 -0.063 0.671
N 0.096 -0.374 -0.772
S -0.701 -1.518 0.177
S -2.010 1.732 0.296

ii) 6
Properties=species:S:1:pos:R:3 method="wB97M-V/def2-TZVPD" homo_energy_ha="-0.3484 / -0.3490" gap_ev="7.1560 / 6.3049"
C -1.186 0.010 0.568
C -0.004 0.325 -0.081
N -2.108 -0.103 1.259
N 0.857 -0.712 -0.349
S 0.220 1.906 -0.696
S 2.221 -1.426 -0.701

Which of them is the most stable? Correct choice: ii).

i) 23
Properties=species:S:1:pos:R:3 method="wB97M-V/def2-TZVPD" homo_energy_ha=-0.3179 gap_ev=8.9734
C -1.497 -1.941 -2.579
C -0.454 -1.088 -2.796
C -2.060 -2.101 -1.301
C 0.184 -0.336 -1.788
C -1.496 -1.343 -0.258
C -0.366 -0.492 -0.501
C 0.788 1.259 2.787
C -0.024 1.114 1.475
N 0.413 0.026 0.582
N 0.528 2.323 0.615
O 1.650 2.693 0.773
O -0.243 2.701 -0.233
O -1.321 1.203 1.593
H -1.999 -2.637 -3.274
H -0.019 -1.221 -3.772
H -2.846 -2.827 -1.208
H 1.063 0.289 -2.041
H -1.856 -1.290 0.763
H 0.291 1.979 3.488
H 1.743 1.733 2.476
H 0.938 0.277 3.227
H 1.403 0.105 0.165
H -1.605 1.742 0.805

ii) 23
Properties=species:S:1:pos:R:3 method="wB97M-V/def2-TZVPD" homo_energy_ha=-0.3635 gap_ev=10.3411
O 2.587 -3.721 1.497
O -1.732 1.435 1.775
N 0.012 -0.503 0.773
O 1.789 -2.076 0.188
C 1.751 -2.877 1.280
C -1.285 1.561 0.629
C 0.874 -1.074 -0.010
C 0.967 -0.405 -1.273
C 0.062 0.610 -1.250
N -0.465 0.577 0.048
C 0.658 -2.940 2.347
C -1.814 2.800 -0.121
C -0.085 1.560 -2.426
H 1.614 -0.728 -2.086
H -0.324 -3.135 1.866
H 0.586 -1.990 2.870
H 0.854 -3.768 3.072
H -2.468 3.388 0.513
H -0.954 3.441 -0.426
H -2.374 2.486 -1.017
H 0.195 2.574 -2.132
H 0.630 1.285 -3.219
H -1.078 1.498 -2.900

Which of them is the most stable? Correct choice: ii).